(1)
Molecular formula: C26H45F6N3O13P
Method: DFT, the ωB97M-V functional and the def2-TZVPD basis

```
94
Properties=species:S:1:pos:R:3:forces:R:3
P -0.1775 1.5483 -0.8122 -1.613 -0.003 2.436
F -0.3494 2.6833 0.3395 -0.816 1.106 -0.678
F 0.3748 0.6757 0.4469 -0.489 -1.560 -0.127
F -1.7832 1.0560 -0.5506 1.595 0.207 -0.203
F 0.0674 0.3573 -1.8145 -0.550 -0.985 -0.736
F -0.7169 2.5252 -1.9789 0.038 0.035 0.078
F 1.3031 1.9985 -1.0396 1.794 1.240 -0.795
O 2.6252 8.2034 -4.4781 1.066 1.422 -0.852
C 1.7681 7.8962 -3.6829 0.287 2.432 -1.263
N 1.6120 6.6713 -3.3785 -1.413 -5.352 2.108
C 0.7990 8.8272 -3.0611 -1.132 1.583 0.845
H 0.8731 6.3693 -2.7596 0.138 0.049 -0.042
H 2.1834 5.9197 -3.7372 0.097 0.464 -0.172
H 0.9808 9.8619 -3.3518 0.195 -0.173 -0.051
H 0.7529 8.7936 -1.9726 0.698 -0.108 0.187
H -0.2557 8.6357 -3.2586 0.053 -0.381 -0.734
O 8.5096 -1.2105 -2.3776 -0.225 1.277 2.827
C 8.3184 -0.5342 -1.3333 0.659 -1.136 -2.073
N 7.0578 -0.1445 -0.9820 0.888 -0.232 -0.029
C 9.4697 0.0387 -0.4835 -0.210 0.619 -1.183
H 6.3975 -0.3850 -1.7074 -0.350 0.416 0.253
H 7.0148 0.7275 -0.4741 -0.578 -0.238 -0.097
H 9.9923 -0.5822 0.2442 -0.414 -0.269 -0.237
H 9.1789 0.9864 -0.0305 -0.229 -0.175 0.385
H 10.1641 0.3545 -1.2621 0.423 -0.259 0.156
O -7.6891 4.9307 -0.8748 1.342 0.677 1.135
C -6.6580 4.3627 -0.4439 -3.711 0.345 -3.971
N -5.5247 4.4717 -1.1337 1.248 0.464 0.314
C -6.8539 3.2033 0.3750 -0.339 -1.480 2.228
H -5.5319 5.1714 -1.8620 0.311 -0.311 0.049
H -4.7874 3.7917 -1.0151 0.127 0.430 -0.123
H -6.0695 3.1626 1.1308 -0.101 -0.773 0.111
H -6.9655 2.3104 -0.2401 0.955 -0.062 -0.200
H -7.8546 3.1897 0.8069 0.237 0.666 0.462
O -3.4382 1.4028 -8.3679 -0.111 -1.456 0.511
C -3.9100 0.7768 -7.4371 2.888 0.742 -1.766
O -4.9683 1.2591 -6.8493 -1.236 1.114 0.815
C -5.1583 0.6656 -5.6000 -1.357 -1.683 1.123
C -4.6089 -0.7468 -5.7338 1.416 0.942 -0.714
C -3.3596 -0.4434 -6.6668 -1.227 -0.698 0.716
H -6.2278 0.6765 -5.3898 0.009 0.082 0.006
H -4.6541 1.0959 -4.7347 0.280 0.866 -0.442
H -5.2457 -1.3711 -6.3606 -0.274 -0.234 0.625
H -4.3656 -1.0947 -4.7298 -0.075 -0.620 -0.365
H -3.1339 -1.3535 -7.2225 -0.090 0.455 -0.634
H -2.4273 -0.2261 -6.1454 -0.197 0.510 0.157
O -7.1939 -2.0844 2.5359 -0.098 0.212 -0.477
C -6.2118 -2.7489 2.4011 -0.119 -1.258 1.128
O -5.7390 -3.2247 1.2372 0.473 0.368 0.200
C -4.4450 -3.8710 1.4394 -0.760 -0.374 -1.217
C -4.2305 -4.0852 2.9440 -0.334 -0.451 -1.230
C -5.3440 -3.2743 3.5588 0.785 1.387 -0.227
H -3.6967 -3.2961 0.8938 0.034 0.296 0.420
H -4.5405 -4.8061 0.8876 0.120 -0.112 0.134
H -3.2295 -3.7124 3.1613 -0.131 -0.471 0.517
H -4.3883 -5.1502 3.1141 0.548 0.062 0.369
H -4.8394 -2.3634 3.8808 -0.397 0.216 0.669
H -5.8861 -3.7234 4.3910 -0.105 0.158 -0.305
O -2.7016 1.4163 10.1807 0.685 -0.861 -3.020
C -2.3308 1.3969 9.0008 -0.285 1.936 3.034
O -2.0655 2.5953 8.4053 -0.952 0.798 2.047
C -1.3870 2.4862 7.1967 0.697 0.264 0.472
C -1.8114 1.1508 6.7370 0.007 -1.404 -0.845
C -2.0274 0.3077 8.0162 -0.429 1.271 -0.150
H -0.3226 2.5130 7.4299 0.254 0.277 -0.293
H -1.6918 3.3274 6.5742 0.233 -0.185 -0.131
H -1.0309 0.7156 6.1130 -0.579 -0.146 -0.496
H -2.7740 1.3336 6.2595 0.116 -0.674 -0.481
H -1.1074 -0.1704 8.3525 -0.344 -0.561 -0.074
H -2.9510 -0.2702 7.9836 0.600 -0.722 -0.089
O 3.4428 -7.5010 -5.8253 0.392 1.020 -0.341
C 3.5593 -6.3408 -5.4860 -1.048 -3.498 -1.836
O 3.8110 -6.0875 -4.2135 1.133 -2.401 1.371
C 3.7153 -4.7443 -3.9450 -0.413 0.185 1.449
C 2.8609 -4.3494 -5.0300 -0.181 5.860 -1.800
C 3.2936 -5.0647 -6.2521 -0.224 -0.439 0.213
H 4.7191 -4.3201 -3.9685 -0.113 0.388 0.207
H 3.1542 -4.5366 -3.0339 0.710 -0.316 0.516
H 3.1759 -3.3113 -5.1366 -0.861 0.729 -0.350
H 1.7759 -4.3342 -4.9277 0.191 -0.485 0.543
H 4.1958 -4.7186 -6.7563 0.142 0.195 0.344
H 2.4622 -4.9480 -6.9474 0.271 -1.222 -0.303
O 3.0058 -3.5220 5.7288 3.502 1.449 -1.462
C 4.1446 -3.1323 5.4049 -2.437 -2.319 2.653
O 5.1964 -4.0336 5.3504 -1.346 0.410 -0.253
C 6.4188 -3.3564 5.0552 0.147 -1.364 -0.071
C 6.0027 -2.0089 4.5967 1.706 1.756 -1.186
C 4.7015 -1.7425 5.2582 -0.850 0.305 -0.478
H 6.9276 -3.9243 4.2764 0.035 -0.011 0.031
H 7.0326 -3.4114 5.9543 0.042 0.375 0.079
H 5.9625 -1.9268 3.5106 -0.425 -0.487 -0.116
H 6.7740 -1.2684 4.8086 -0.032 0.111 0.414
H 4.0008 -1.1510 4.6689 0.116 0.113 0.104
H 4.8847 -1.2363 6.2060 -0.481 -0.335 0.276
```
Positions in Å, forces in eV/Å.

Results
- Charge: -1
- Calculated total energy: -3100.94143 Ha
- HOMO-LUMO gap: 9.306 eV
- HOMO energy: -7.8 eV
- F_max: 6.13 eV/Å
- LUMO level: 1.55 eV



(2)
Molecular formula: C26H45N3O13S
Method: DFT, the ωB97M-V functional and the def2-TZVPD basis

```
88
Properties=species:S:1:pos:R:3:forces:R:3
H -0.7099 -4.7481 2.9641 0.697 -0.337 0.219
N 0.1928 -5.1308 3.3169 2.135 0.622 -2.050
C 1.1428 -4.9075 2.4325 -2.471 0.179 0.480
C 0.7816 -4.1575 1.0667 0.714 0.036 -0.674
C 1.3170 -2.6324 1.0172 0.397 0.852 1.539
C 1.8484 -2.1441 -0.4141 -0.337 0.300 -0.449
C 0.7158 -1.9919 -1.5453 -0.487 -0.552 0.827
S 1.4551 -2.6505 -3.1524 -1.936 -0.208 -0.425
C -0.0310 -3.3394 -4.0214 -0.497 0.789 -1.093
N -0.5638 -3.0810 -5.3214 0.685 -2.516 6.236
N -1.6943 -3.8808 -5.3244 -0.634 -2.549 4.115
C -1.8376 -4.5798 -4.0841 1.553 2.653 -3.059
O -0.7553 -4.2465 -3.2106 -1.317 1.049 -4.093
C 2.6344 -2.3630 1.9536 0.881 -2.026 -1.467
O 3.6776 -2.9959 1.6871 -3.228 2.886 2.135
O 2.3797 -1.3632 2.9441 0.457 -0.974 -2.206
C 1.2473 -0.5608 2.4417 -0.716 -0.981 -0.527
O 0.6636 0.1687 3.5314 0.694 0.043 -2.377
C 0.3094 -1.7253 1.8635 -0.456 -0.731 0.844
C -1.1584 -1.3830 1.3108 -0.295 0.018 -0.233
C -2.2715 -2.1594 2.1771 -0.581 3.341 4.236
O -2.5760 -1.6578 3.2944 1.134 -2.720 -4.719
O -2.8977 -3.3918 1.7955 0.081 1.636 -2.223
C -3.5194 -3.3086 0.5158 -1.055 0.894 -2.402
C -3.9274 -4.7292 -0.1541 0.146 1.096 0.901
O -3.7920 -2.2489 -0.0905 1.441 -3.339 2.838
H 2.2106 -5.2544 2.6429 -1.574 0.594 -0.387
H -0.3663 -4.1137 0.9147 1.798 -0.198 0.473
H 1.1971 -4.7316 0.1530 -0.477 0.831 1.497
H 2.6109 -2.9262 -0.7701 -1.017 1.227 0.711
H 2.3794 -1.1247 -0.3225 -0.658 -1.646 -0.041
H 0.3555 -0.9158 -1.6560 0.553 -1.488 0.017
H -0.1774 -2.6513 -1.2535 1.314 0.909 -0.681
H -2.6755 -5.2984 -3.7668 1.728 1.404 -0.560
H 1.6626 0.0874 1.5963 -0.668 -0.402 1.295
H 0.3843 1.0267 3.1203 0.383 -0.966 0.818
H 0.0707 -2.3365 2.8205 0.757 0.895 -1.382
H -1.3387 -0.2599 1.5116 -0.071 -1.918 -0.389
H -1.3313 -1.6090 0.2080 0.455 0.438 1.481
H -3.0395 -5.4485 -0.1689 -1.291 1.021 0.098
H -4.7694 -5.1434 0.5100 1.272 0.413 -1.168
H -4.2985 -4.4756 -1.2159 0.579 -0.476 1.881
C -5.7505 -0.9259 -2.3235 -0.048 0.249 -0.219
O -5.7115 0.4784 -2.4916 0.175 -0.038 -0.007
C -4.9884 1.1190 -1.4439 -0.425 0.139 -0.451
C -4.6684 2.5591 -1.8250 0.340 -0.190 0.124
O -3.5131 2.6678 -2.6596 -0.285 -0.107 -0.085
C -3.7052 2.2955 -4.0256 0.171 0.352 0.050
C -4.4564 3.3530 -4.8259 -0.411 -0.511 0.038
O -5.8606 3.2225 -4.6229 0.050 0.193 0.121
C -6.5684 4.3621 -5.0728 0.044 -0.300 0.132
H -6.2166 -1.1887 -1.3693 0.094 -0.111 0.076
H -6.3435 -1.3509 -3.1358 -0.001 0.158 0.049
H -4.7399 -1.3422 -2.3780 -0.022 -0.088 0.166
H -4.0575 0.5745 -1.2457 0.015 0.050 0.084
H -5.6181 1.1085 -0.5470 0.121 0.005 0.195
H -4.4135 3.1014 -0.9098 0.070 -0.073 -0.049
H -5.5269 3.0644 -2.2704 -0.079 -0.214 -0.083
H -4.1734 1.3125 -4.1055 -0.215 0.129 -0.037
H -2.6982 2.2076 -4.4441 -0.041 0.094 0.066
H -4.2593 3.2100 -5.8951 0.187 0.097 -0.048
H -4.1233 4.3521 -4.5232 0.091 -0.010 0.002
H -6.2782 5.2431 -4.4911 0.031 0.115 -0.113
H -7.6341 4.1836 -4.9200 0.122 -0.075 -0.013
H -6.3866 4.5352 -6.1379 0.006 0.129 -0.029
C 4.9072 2.7757 5.8992 0.199 0.058 -0.240
O 5.4533 2.6303 4.6019 -0.202 0.094 -0.038
C 4.7922 1.6111 3.8564 0.563 0.269 0.009
C 5.1574 1.7119 2.3808 -0.395 -0.055 0.072
O 4.3838 2.6922 1.6834 0.189 0.064 0.179
C 4.7568 4.0509 1.9202 -0.032 -0.092 -0.384
C 6.0325 4.4495 1.1874 0.176 -0.006 0.642
O 7.1776 4.0362 1.9271 -0.021 -0.143 -0.179
C 8.3578 4.0880 1.1481 -0.178 -0.054 0.261
H 4.9791 1.8374 6.4572 -0.111 -0.024 0.074
H 5.4770 3.5441 6.4247 0.014 -0.090 -0.118
H 3.8632 3.1001 5.8378 -0.079 -0.105 0.099
H 3.7061 1.7069 3.9745 -0.024 -0.101 -0.048
H 5.1205 0.6426 4.2494 -0.177 -0.162 -0.054
H 4.9078 0.7583 1.9060 -0.069 0.058 0.044
H 6.2263 1.8746 2.2344 0.002 0.113 0.207
H 4.8153 4.2644 2.9893 0.253 -0.041 -0.027
H 3.9346 4.6495 1.5167 0.056 -0.089 -0.062
H 6.0729 5.5412 1.0922 -0.119 0.060 -0.175
H 6.0439 3.9949 0.1903 -0.086 0.019 -0.031
H 8.2915 3.3848 0.3115 0.045 0.088 -0.129
H 9.1968 3.7933 1.7807 -0.137 0.050 0.013
H 8.5324 5.1025 0.7768 0.051 0.000 -0.120
```
Positions in Å, forces in eV/Å.

Results
- Charge: 0
- SMILES string: [H]/N=C\C[C@]1(CCSc2nnco2)C(=O)O[C@H](O)[C@H]1CC(=O)OC(C)=O.COCCOCCOC.COCCOCCOC
- Calculated total energy: -2557.95232 Ha
- HOMO-LUMO gap: 9.100 eV
- HOMO energy: -9.3 eV
- F_max: 6.76 eV/Å
- Energy relative to the best compared isomer or geometry (same formula, charge and spin): 4.835 eV
- LUMO level: -0.21 eV



(3)
Molecular formula: C26H46As4NPd
Method: DFT, the ωB97M-V functional and the def2-TZVPD basis

```
78
Properties=species:S:1:pos:R:3:forces:R:3
Pd -0.7380 -0.6454 -1.0702 0.294 0.047 -0.331
C 2.6612 -1.9139 -2.6171 -0.141 -0.038 -0.028
As 1.7967 -0.8581 -1.2268 0.448 0.161 0.304
C 2.6674 0.8703 -1.4846 -0.070 -0.037 0.062
C 2.7663 -1.6040 0.3309 -0.076 0.101 -0.225
C 2.2824 -1.2798 1.7555 -0.089 0.228 0.124
C 2.2110 0.2350 1.9720 0.088 -0.221 0.013
C 0.9349 -1.9579 2.0571 -0.029 0.125 -0.100
As -0.7467 -1.1389 1.4028 0.113 -0.208 0.335
C -1.2648 0.0122 2.8920 0.049 0.096 -0.288
C -1.9104 -2.6616 1.7173 -0.039 -0.051 -0.097
C 3.3756 -1.9330 2.6471 0.168 -0.256 0.381
As 3.5587 -1.5314 4.5881 -0.573 0.814 -0.502
C 4.5664 0.1097 4.8190 0.210 -0.260 0.184
C 1.8977 -1.2853 5.5743 0.261 -0.305 0.145
H 3.7409 -1.7856 -2.5466 -0.006 0.048 0.059
H 2.3327 -1.5765 -3.5988 -0.028 0.042 0.025
H 2.4174 -2.9692 -2.5106 -0.045 0.017 0.042
H 3.7090 0.8127 -1.1702 0.000 -0.039 -0.015
H 2.1595 1.6510 -0.9208 -0.013 -0.030 0.020
H 2.6370 1.1286 -2.5420 -0.051 -0.040 -0.020
H 3.7890 -1.2425 0.1961 0.004 -0.014 0.005
H 2.7900 -2.6865 0.1824 -0.026 0.004 -0.021
H 1.5071 0.6854 1.2671 0.016 0.090 0.029
H 3.1888 0.6961 1.8197 -0.031 0.053 -0.035
H 1.8689 0.4798 2.9803 -0.028 0.023 0.000
H 0.7897 -2.0236 3.1378 -0.086 -0.015 -0.002
H 0.9355 -2.9797 1.6697 0.002 -0.012 0.028
H -1.0688 -0.5225 3.8212 0.021 -0.055 -0.034
H -2.3304 0.2128 2.8139 -0.021 0.007 -0.003
H -0.7303 0.9596 2.8724 0.007 -0.009 -0.032
H -1.7998 -2.9919 2.7502 0.021 0.023 0.009
H -1.6508 -3.4849 1.0527 0.037 0.032 -0.017
H -2.9512 -2.3899 1.5493 0.023 0.077 -0.003
H 4.3725 -1.6761 2.2820 0.001 0.026 0.010
H 3.2896 -3.0205 2.5851 0.041 0.006 0.031
H 5.5083 0.0599 4.2764 -0.039 -0.055 -0.043
H 4.7782 0.2400 5.8801 -0.033 -0.023 -0.010
H 3.9686 0.9515 4.4660 -0.115 -0.091 -0.057
H 1.2356 -2.1401 5.4595 0.038 -0.010 -0.054
H 1.4143 -0.3615 5.2546 0.081 0.019 -0.120
H 2.1668 -1.1955 6.6275 0.001 0.023 -0.023
C -4.5365 -1.0972 -1.1849 0.072 -0.008 -0.051
As -2.8585 -1.5114 -2.0772 -0.621 0.124 -0.153
C -3.1486 -0.7817 -3.8569 0.013 -0.039 0.082
C -3.0322 -3.4308 -2.3547 0.108 0.068 0.044
H -5.3420 -1.6229 -1.6965 0.009 -0.002 -0.018
H -4.7366 -0.0278 -1.2237 0.046 0.009 -0.018
H -4.5102 -1.4229 -0.1465 0.020 -0.007 -0.006
H -4.0630 -1.2100 -4.2657 -0.015 -0.004 0.025
H -2.3158 -1.0268 -4.5131 0.009 -0.033 0.028
H -3.2511 0.3009 -3.7998 0.008 -0.002 0.036
H -3.8965 -3.5902 -2.9986 -0.014 0.013 0.012
H -3.2004 -3.9351 -1.4048 0.011 0.036 0.021
H -2.1501 -3.8499 -2.8337 0.026 0.058 -0.004
C -2.0848 3.9275 1.6575 0.012 -0.043 -0.028
C -2.8235 2.7879 1.3514 0.002 0.065 0.084
C -2.4281 1.9588 0.3208 0.178 0.009 -0.328
C -1.3102 2.2886 -0.4665 -0.338 0.678 0.481
C -0.5703 3.4409 -0.1503 0.020 -0.320 -0.145
C -0.9552 4.2396 0.9103 0.022 0.090 0.093
N -0.9873 1.4899 -1.5505 0.117 -1.152 0.119
C -0.7150 1.9418 -2.7890 -0.047 0.167 -0.116
C -0.1933 1.0451 -3.7605 -0.031 0.049 0.108
C 0.0665 1.4689 -5.0386 0.035 -0.065 -0.008
C -0.1907 2.7956 -5.4024 -0.018 -0.013 0.020
C -0.7264 3.6857 -4.4718 0.003 0.069 -0.031
C -1.0003 3.2770 -3.1878 -0.012 -0.022 0.061
H -2.3922 4.5742 2.4681 -0.019 0.001 -0.015
H -3.7247 2.5622 1.9077 0.028 -0.007 0.016
H -3.0139 1.0881 0.0521 -0.023 -0.032 0.021
H 0.3011 3.6905 -0.7438 -0.006 0.036 0.015
H -0.3808 5.1267 1.1430 -0.007 -0.005 0.007
H -0.0118 0.0138 -3.4707 0.020 -0.044 -0.054
H 0.4629 0.7785 -5.7716 -0.003 0.007 0.005
H 0.0028 3.1214 -6.4153 0.018 0.016 0.008
H -0.9424 4.7039 -4.7661 -0.029 -0.014 -0.003
H -1.4671 3.9500 -2.4819 0.019 0.025 -0.053
```
Positions in Å, forces in eV/Å.

Results
- Charge: +3
- Spin multiplicity: 5
- Calculated total energy: -10143.01623 Ha
- HOMO-LUMO gap (spin up / spin down): 8.832 / 5.404 eV
- HOMO energy (spin up / spin down): -15.6 / -16.3 eV
- F_max: 1.16 eV/Å
- LUMO level (spin up / spin down): -6.74 / -10.88 eV